Arrangement i

# C46H61HfN8O2Te

A structure of composition C46H61HfN8O2Te (ωB97M-V/def2-TZVPD, OMol25).

The geometry in XYZ format:
```
119
C46H61HfN8O2Te ωB97M-V/def2-TZVPD
Hf 0.82251 -0.28720 2.01203
C 3.05511 1.77170 2.62643
N 1.61981 1.93670 2.36833
C 0.93081 2.49620 3.53573
C 0.66001 1.36790 4.47803
N 0.86381 0.09370 4.14853
C 0.57021 -0.64210 5.28493
C 0.60461 -2.01280 5.52293
C 0.23941 -2.45050 6.78403
C -0.13139 -1.56330 7.79563
C -0.15919 -0.19680 7.58423
C 0.18921 0.24310 6.31693
N 0.27251 1.50600 5.77073
C 3.60651 0.67510 1.77743
N 2.92501 -0.40610 1.42353
C 3.80621 -1.17040 0.65793
C 3.67851 -2.39230 -0.00287
C 4.78541 -2.89380 -0.65957
C 6.00391 -2.21480 -0.69407
C 6.15181 -0.99330 -0.07257
C 5.04511 -0.49640 0.59813
N 4.87301 0.66410 1.31393
H 3.62061 2.69700 2.45093
H 3.18341 1.50220 3.68383
H 1.48461 2.54800 1.56053
H 1.53661 3.27030 4.03153
H -0.01249 2.96770 3.23223
H 0.92791 -2.70770 4.76113
H 0.26041 -3.50810 7.00133
H -0.39679 -1.95520 8.76573
H -0.42459 0.49820 8.36523
H 0.04041 2.37050 6.23313
H 2.75901 -2.94830 -0.02747
H 4.70651 -3.84190 -1.16787
H 6.83981 -2.65090 -1.21597
H 7.07911 -0.44490 -0.09687
H 5.58581 1.35800 1.47353
N 0.96161 -2.61750 1.91313
H 0.65571 -2.80050 0.95363
H 0.29011 -3.07010 2.53213
H 1.86891 -3.06270 2.04313
C -5.51599 2.62220 1.49113
C -4.33849 3.50360 1.93153
C -4.23759 4.73410 1.02023
C -4.52089 3.94020 3.39043
C -3.10459 2.73220 1.80943
C -2.08589 2.10110 1.72013
H -6.43729 3.20050 1.50503
H -5.62879 1.77280 2.16263
H -5.35829 2.24660 0.48183
H -5.15799 5.31000 1.07723
H -4.07879 4.43470 -0.01377
H -3.40969 5.37060 1.32523
H -5.44499 4.50440 3.49123
H -3.69369 4.57200 3.70863
H -4.56659 3.07310 4.04743
C -1.51199 1.48400 -0.92137
C -0.71259 0.89430 0.17663
O -0.97239 1.41650 1.53063
N 0.19461 0.05300 0.14133
Te 1.58641 0.26620 -2.48997
C 2.34451 0.62870 -4.48367
C 2.52971 1.91740 -4.97917
C 2.22841 3.16710 -4.20227
C 3.01351 2.09230 -6.27237
C 3.31901 1.01950 -7.09087
C 3.85671 1.21670 -8.47377
C 3.13001 -0.25720 -6.57977
C 2.65671 -0.46610 -5.29397
C 2.48611 -1.87350 -4.81057
C -0.15599 -0.81790 -3.12457
C -0.44189 -2.06170 -2.56787
C 0.45781 -2.71500 -1.55807
C -1.57029 -2.75850 -2.97377
C -2.43199 -2.24990 -3.93177
C -3.62629 -3.02520 -4.39277
C -2.14759 -1.00020 -4.46087
C -1.02379 -0.27960 -4.07837
C -0.77879 1.03890 -4.74247
H -1.90619 2.46330 -0.66117
H -2.33629 0.81820 -1.17507
H -0.86779 1.55410 -1.79727
H 1.91081 2.94540 -3.18257
H 1.44251 3.73330 -4.70197
H 3.11311 3.80030 -4.16027
H 3.15701 3.09950 -6.63887
H 3.79641 2.26060 -8.76927
H 3.30281 0.61380 -9.19077
H 4.90031 0.90560 -8.52127
H 3.36751 -1.11000 -7.20007
H 3.00061 -2.57010 -5.46767
H 1.42911 -2.14220 -4.79147
H 2.88721 -1.97820 -3.79957
H 0.96711 -1.95000 -0.97537
H 1.19641 -3.33460 -2.06917
H -0.13179 -3.36630 -0.91057
H -1.76559 -3.73370 -2.54677
H -3.60809 -4.03850 -3.99847
H -3.64329 -3.07730 -5.47967
H -4.54719 -2.53970 -4.06997
H -2.81319 -0.58000 -5.20187
H -1.71309 1.46540 -5.09967
H -0.11879 0.90520 -5.59997
H -0.29759 1.74820 -4.06887
C -2.59439 -2.98710 1.30943
N -3.04829 -2.22320 2.45373
C -4.35069 -2.56540 2.98153
C -2.30569 -1.23460 2.94363
C -2.89479 -0.35670 4.00973
O -1.13019 -1.05010 2.53483
H -3.40649 -3.07540 0.58893
H -2.28819 -3.98900 1.61263
H -1.76569 -2.45990 0.83343
H -4.57889 -3.59370 2.71333
H -5.13299 -1.92100 2.57893
H -4.35419 -2.48620 4.06543
H -2.99399 -0.89700 4.94953
H -3.87439 0.00900 3.71263
H -2.23359 0.49130 4.15813
```

Calculated values
Net charge: +2
Gap between HOMO and LUMO (spin up / spin down), eV: 5.187 / 6.641
HOMO energy (spin up / spin down), eV: -9.7 / -11.1
Multiplicity: 2
Expectation value of S²: 0.759



Arrangement ii

# C46H61HfN8O2Te

A structure of composition C46H61HfN8O2Te (ωB97M-V/def2-TZVPD, OMol25).

The geometry in XYZ format:
```
119
C46H61HfN8O2Te ωB97M-V/def2-TZVPD
Hf -0.90271 0.93918 0.63944
C -2.73253 -2.08267 0.28172
N -1.47492 -1.70610 0.93091
C -1.30866 -2.22599 2.28473
C -1.11478 -1.10242 3.24506
N -1.07999 0.15900 2.88293
C -0.82603 0.88195 4.06201
C -0.66852 2.24707 4.29531
C -0.47356 2.65772 5.59912
C -0.40222 1.74314 6.65680
C -0.51710 0.38586 6.44079
C -0.72919 -0.01925 5.12940
N -0.90549 -1.27216 4.56330
C -3.52886 -0.87591 -0.08511
N -3.07381 0.35094 -0.01093
C -4.10651 1.16872 -0.49749
C -4.17004 2.54506 -0.70876
C -5.35014 3.06146 -1.20624
C -6.44297 2.24167 -1.51231
C -6.38393 0.87417 -1.34099
C -5.19987 0.35939 -0.83136
N -4.78941 -0.93571 -0.55535
H -2.52944 -2.65948 -0.62472
H -3.33696 -2.71340 0.93776
H -0.71180 -2.03767 0.34966
H -2.17103 -2.82056 2.59682
H -0.44275 -2.88979 2.34042
H -0.67410 2.94762 3.47814
H -0.35796 3.71132 5.81879
H -0.25195 2.11163 7.66227
H -0.44641 -0.33065 7.24819
H -0.90795 -2.14537 5.06368
H -3.31481 3.17259 -0.51862
H -5.43470 4.12638 -1.37796
H -7.34554 2.69023 -1.90372
H -7.21770 0.23458 -1.59822
H -5.33003 -1.77047 -0.70794
N 3.29322 1.21206 -1.11509
H 3.68680 1.10130 -0.18790
H 2.69621 2.03024 -1.06441
H 4.06423 1.43503 -1.73770
C 2.64165 4.33136 3.07489
C 2.99592 2.86639 2.77554
C 4.28471 2.82747 1.94201
C 3.18874 2.08694 4.08555
C 1.89089 2.25037 2.02394
C 0.97837 1.72404 1.40866
H 3.44748 4.79417 3.64559
H 1.72140 4.40074 3.65780
H 2.52332 4.89560 2.14870
H 5.08150 3.34485 2.47728
H 4.13583 3.33593 0.98879
H 4.60440 1.80198 1.75270
H 3.97397 2.54851 4.68574
H 3.47198 1.05390 3.87789
H 2.26741 2.07439 4.66546
C -0.81824 1.30396 -3.26054
C -0.70986 1.09161 -1.77772
O -1.06029 2.10354 -1.00078
N -0.32209 -0.00564 -1.20012
Te 1.51938 -1.06449 -2.46284
C 2.48416 -2.15838 -4.10225
C 2.11510 -1.98305 -5.43345
C 0.89048 -1.20480 -5.84632
C 2.89495 -2.54871 -6.44007
C 4.03033 -3.28808 -6.15200
C 4.87886 -3.88366 -7.23774
C 4.38821 -3.43980 -4.81448
C 3.64746 -2.88336 -3.78326
C 4.14417 -3.04936 -2.36970
C 0.94851 -2.85680 -1.44866
C 1.46031 -3.12116 -0.17272
C 2.42093 -2.19266 0.53539
C 1.07874 -4.29555 0.47666
C 0.15419 -5.17108 -0.07536
C -0.30685 -6.39606 0.66125
C -0.34362 -4.87948 -1.34245
C 0.06092 -3.76026 -2.05840
C -0.46411 -3.55319 -3.45250
H -1.48417 2.13994 -3.46399
H -1.19551 0.40128 -3.73802
H 0.16830 1.53684 -3.66928
H 0.45388 -0.67187 -5.00039
H 0.13356 -1.87204 -6.26306
H 1.14661 -0.48217 -6.62093
H 2.60146 -2.39314 -7.47240
H 4.39240 -3.80970 -8.20810
H 5.09285 -4.93165 -7.02821
H 5.83590 -3.36226 -7.29676
H 5.28996 -3.99061 -4.56896
H 5.12729 -3.51544 -2.36542
H 3.46885 -3.67882 -1.78920
H 4.22646 -2.07868 -1.87202
H 2.79983 -1.42382 -0.13604
H 3.26620 -2.75579 0.93160
H 1.94594 -1.67660 1.37705
H 1.53860 -4.54363 1.42845
H -0.03653 -6.35291 1.71500
H 0.13872 -7.29552 0.23325
H -1.38803 -6.50821 0.57540
H -1.05073 -5.56406 -1.79877
H -1.35372 -4.15334 -3.63469
H 0.29395 -3.84332 -4.18210
H -0.70151 -2.50134 -3.62441
C -1.01426 4.85826 0.93189
N -2.18318 4.78353 1.81201
C -2.77151 6.01418 2.33145
C -2.69027 3.59329 2.09923
C -3.86415 3.51127 3.02554
O -2.19683 2.54269 1.62349
H -0.64678 5.87879 0.91029
H -1.27105 4.54811 -0.08208
H -0.22578 4.19699 1.29053
H -2.28039 6.86549 1.87270
H -2.64724 6.09164 3.41265
H -3.83426 6.07520 2.09978
H -3.61727 3.94806 3.99402
H -4.13295 2.46749 3.15705
H -4.71988 4.05097 2.61849
```

Calculated values
Net charge: +2
Gap between HOMO and LUMO (spin up / spin down), eV: 8.460 / 6.330
HOMO energy (spin up / spin down), eV: -12.4 / -12.5
Multiplicity: 2
Expectation value of S²: 0.754



Short version: arrangement ii is the most stable of them.



Arrangement i

# C3H6

An isolated molecule of C3H6 (ωB97M-V/def2-TZVPD, OMol25).

The geometry in XYZ format:
```
9
C3H6 ωB97M-V/def2-TZVPD
C -0.72316 1.03405 0.37846
C -0.56986 -0.25913 -0.08897
C 0.79938 -0.74006 -0.32859
H 0.03186 1.62696 0.83700
H -1.67850 1.42199 0.50574
H -1.44043 -0.90172 -0.35797
H 1.46526 0.19994 -0.75278
H 1.25728 -0.70603 0.67481
H 0.85816 -1.67601 -0.86768
```

Calculated values
SMILES string: C=CC
Gap between HOMO and LUMO, eV: 10.333
HOMO energy, eV: -9.0
Multiplicity: 1



Arrangement ii

# C3H6

A cluster of 2 separate species, C3H6 in total (ωB97M-V/def2-TZVPD, OMol25).

The geometry in XYZ format:
```
9
C3H6 ωB97M-V/def2-TZVPD
C 1.56618 -0.07321 -0.33227
C 0.56433 0.23115 0.48046
C -1.53559 -0.14681 -0.08055
H 2.50715 0.44412 -0.02680
H 1.59159 -0.68354 -1.24402
H 0.46612 0.85489 1.32479
H -1.68718 -1.16604 0.31685
H -1.58572 -0.12200 -1.06444
H -1.88687 0.66144 0.62599
```

Calculated values
Gap between HOMO and LUMO, eV: 10.318
HOMO energy, eV: -9.1
Multiplicity: 1



Short version: arrangement i is the most stable of them.



Arrangement i

# C9H17N2

The ion C9H17N2 with charge +1 (ωB97M-V/def2-TZVPD, OMol25).

The geometry in XYZ format:
```
28
C9H17N2 ωB97M-V/def2-TZVPD
C 0.16662 1.38863 -1.05005
C -1.17554 1.61761 -0.71681
C 1.20118 0.44230 -0.69981
C -1.64276 3.02680 -1.03866
C 2.53534 0.77471 -1.30392
C 1.12115 -2.27604 1.63345
C -0.55104 -2.32393 -0.21860
C -0.64200 -0.54348 1.58552
C 0.25285 -1.37110 0.69686
N -2.03084 0.79337 -0.20082
N 1.14341 -0.68661 -0.11468
H 0.54771 2.10174 -1.77185
H -0.82210 3.73649 -1.06170
H -2.12876 3.02222 -2.01519
H -2.37167 3.35213 -0.29852
H 2.46495 0.81425 -2.38944
H 2.87198 1.74844 -0.95324
H 3.26904 0.02313 -1.02799
H 1.81930 -2.84018 1.02157
H 1.67705 -1.65867 2.33322
H 0.48033 -2.96138 2.17870
H -1.19600 -2.94783 0.39171
H -1.15518 -1.73829 -0.90696
H 0.12104 -2.95686 -0.78948
H -0.12399 0.28830 2.05919
H -1.42929 -0.07276 0.89548
H -1.14948 -1.14762 2.33238
H -2.91728 1.16748 0.11813
```

Calculated values
Net charge: +1
Gap between HOMO and LUMO (spin up / spin down), eV: 6.118 / 6.602
HOMO energy (spin up / spin down), eV: -13.3 / -13.4
Multiplicity: 1



Arrangement ii

# C9H17N2

The ion C9H17N2 with charge +1 (ωB97M-V/def2-TZVPD, OMol25).

The geometry in XYZ format:
```
28
C9H17N2 ωB97M-V/def2-TZVPD
C 0.64559 1.56593 -1.00131
C 0.64285 0.56709 -1.89760
C 0.00760 -0.81249 -1.43907
C -2.22066 -0.38587 1.33077
C -1.51344 1.00965 1.00292
C -1.66002 -1.27163 0.32698
C -0.10708 0.60319 0.65198
C 1.52216 0.29462 -3.04199
C 1.05251 0.76596 1.68811
N -0.24626 -0.77302 0.04751
N 1.67586 -0.43456 2.00140
H 1.05102 2.49324 -0.84427
H -0.95551 -1.09001 -1.98677
H 0.68965 -1.57468 -1.83751
H -2.01132 -0.69858 2.35263
H -3.32033 -0.45470 1.28344
H -1.97034 1.54140 0.22437
H -1.48398 1.71124 1.97847
H -1.71219 -2.34708 0.55449
H -2.21011 -1.31166 -0.67759
H 1.98114 1.22008 -3.41159
H 1.04584 -0.28749 -3.76527
H 2.33184 -0.30655 -2.52590
H 0.53235 1.27645 2.58064
H 1.69296 1.49340 1.15931
H 2.64612 -0.56327 1.79648
H 0.38053 -1.21276 0.66232
H 1.51319 -1.01790 2.78703
```

Calculated values
Net charge: +1
Gap between HOMO and LUMO, eV: 10.635
HOMO energy, eV: -13.1
Multiplicity: 1



Short version: arrangement ii is the most stable of them.